(1)
Here is 3 unconnected molecules or ions with the total composition C3H14N2O in a non-equilibrium geometry from OMol25. Energies are from ωB97M-V with the def2-TZVPD basis set.

The calculation puts the HOMO-LUMO gap at 11.8 eV. The net charge is +2. For the relative energy (zero: lowest compared OMol25 entry of this formula, charge and spin), the calculation gives 2.964 eV.

XYZ file:
```
20
Properties=species:S:1:pos:R:3:forces:R:3
C 0.46304 -1.38568 -0.48353 1.0 0.4 -1.6
C 0.09374 -0.87876 0.99168 -0.8 -0.1 -2.5
C -1.01169 0.16757 0.80822 0.4 1.3 2.1
N -1.04447 0.94890 2.66831 0.6 0.4 1.4
N 1.26248 -0.23821 -1.17788 1.6 -0.6 1.3
H -0.35800 -1.62062 -1.18731 -0.3 0.6 0.8
H 1.07815 -2.28998 -0.72676 -0.3 0.5 1.7
H 0.90913 -0.34375 1.46178 0.5 -0.4 0.1
H -0.22041 -1.73540 1.53907 -0.2 -0.5 0.7
H -0.52188 1.12858 0.37811 -1.8 -1.6 0.4
H -2.12311 -0.16986 0.63964 2.3 1.1 0.3
H -0.64897 1.88798 2.85025 1.1 -0.2 -1.4
H -1.92213 1.30992 3.05277 -1.1 -1.3 -0.5
H -0.59181 0.45850 3.51802 -0.9 0.0 -1.9
H 2.14524 -0.60107 -1.68504 -1.7 0.6 1.0
H 1.61768 0.33467 -0.35186 -0.3 -0.4 -1.9
H 0.64680 0.27882 -1.95419 0.5 -0.2 0.6
H 0.86579 1.27557 -3.60718 -1.9 -0.6 -0.1
H -0.78133 0.72235 -3.57199 2.2 0.5 0.2
O 0.14173 0.75047 -3.16209 -0.7 0.5 -0.8
```
Forces are in eV/Å.

***

(2)
Here is 5 unconnected molecules or ions with the total composition C3H14N2O7 in a non-equilibrium geometry from OMol25. Energies are from ωB97M-V with the def2-TZVPD basis set.

The calculation puts the HOMO-LUMO gap at 9.6 eV. As for the structure (SMILES): NC(=O)CNC(=O)O.O.O.O.O. For the relative energy (zero: lowest compared OMol25 entry of this formula, charge and spin), the calculation gives 1.264 eV.

XYZ file:
```
26
Properties=species:S:1:pos:R:3:forces:R:3
O -1.79513 -1.45131 3.41235 -0.2 0.1 0.3
C -1.57656 -0.90294 2.36178 0.5 0.6 -1.3
N -2.46486 -0.89925 1.31726 -1.2 -0.4 0.6
C -0.32710 -0.06261 2.08554 1.3 -0.9 0.7
N 0.40057 -0.40976 0.87850 -0.3 0.8 -1.5
C 1.50556 -1.16965 0.71986 0.0 -0.7 0.7
O 1.69259 -1.95752 1.81428 -0.5 0.5 1.0
O 2.27524 -1.17227 -0.21528 -0.4 0.1 -0.5
H -2.31564 -0.81015 0.32891 0.8 0.3 0.0
H -3.36996 -1.26893 1.56671 0.1 -0.2 -0.1
H 0.36626 -0.22698 2.91069 -0.3 0.1 0.2
H -0.52894 0.99980 1.99261 -0.4 0.0 0.2
H 0.18516 0.19375 0.08820 0.3 -0.3 0.2
H 1.89508 -2.88185 1.68365 0.4 -0.1 -0.7
H 1.79732 -1.36166 -2.96998 0.0 -0.9 -0.1
H 1.69619 -0.03107 -2.43771 0.2 0.7 0.8
O 1.28901 -0.56692 -3.10367 0.0 0.1 -0.6
H -0.34152 -0.01179 -2.41047 -0.6 -0.5 0.1
H -1.86671 -0.36750 -2.47939 0.2 0.1 -0.1
O -1.16036 -0.11540 -1.87785 0.1 0.3 0.2
H -1.64240 2.09500 0.15773 0.4 0.3 0.0
H -0.33519 2.58285 -0.44465 0.5 -0.1 -0.9
O -0.83603 2.60097 0.35646 -0.9 -0.2 0.8
H 1.65342 3.11052 -1.72830 -0.4 0.5 0.2
H 2.33505 1.90366 -2.14235 0.6 -0.6 -0.2
O 1.46896 2.18102 -1.86490 -0.2 0.2 0.1
```
Forces are in eV/Å.

***

(3)
Here is 3 unconnected molecules or ions with the total composition C3H14NO2 from OMol25. Energies are from ωB97M-V with the def2-TZVPD basis set.

The calculation puts the HOMO-LUMO gap at 12.8 eV. The net charge is +1. For the relative energy (zero: lowest compared OMol25 entry of this formula, charge and spin), the calculation gives 0.385 eV.

XYZ file:
```
20
Properties=species:S:1:pos:R:3:forces:R:3
C 1.09230 -0.89915 1.30093 0.3 -0.5 -0.2
C 0.83140 0.56245 1.07156 -0.6 -0.1 -0.1
N -0.05963 0.80178 -0.12798 0.4 0.2 0.1
C -0.39314 2.25362 -0.27789 0.2 -0.3 0.1
H 1.66901 -1.33883 0.48520 -0.1 0.1 -0.1
H 1.69951 -1.04530 2.18873 -0.1 0.1 0.2
H 0.17966 -1.47758 1.39639 -0.1 0.0 0.1
H 0.30218 1.03274 1.89779 0.1 0.0 0.1
H 1.73866 1.10610 0.85971 0.3 0.2 0.1
H -0.90953 0.22797 -0.04187 -0.3 -0.2 0.2
H 0.40559 0.41856 -0.94780 0.1 0.1 -0.1
H -1.30708 2.44454 0.26502 -0.3 0.1 0.0
H -0.47495 2.51309 -1.32213 -0.2 0.0 -0.2
H 0.39681 2.83508 0.17992 0.2 0.1 0.0
H 0.76184 -2.52615 -2.22408 -0.1 -0.1 0.1
H 0.61008 -1.10614 -2.70404 -0.1 -0.1 -0.2
O 0.22861 -1.73486 -2.07971 0.2 0.3 0.0
H -2.91066 -1.18926 0.45777 0.0 -0.1 -0.1
H -1.88413 -1.68995 -0.59868 -0.1 -0.1 0.0
O -1.97655 -1.18871 0.22117 0.1 0.2 -0.1
```
Forces are in eV/Å.

***

(4)
Here is 3 unconnected molecules or ions with the total composition C3H14NO3 in a non-equilibrium geometry from OMol25. Energies are from ωB97M-V with the def2-TZVPD basis set.

The calculation puts the HOMO-LUMO gap at 11.8 eV. The net charge is +1. For the relative energy (zero: lowest compared OMol25 entry of this formula, charge and spin), the calculation gives 1.745 eV.

XYZ file:
```
21
Properties=species:S:1:pos:R:3:forces:R:3
O 0.86555 1.15212 1.55425 2.0 -0.7 0.9
C -0.36300 0.58290 1.60535 -1.5 -2.1 1.1
C -1.08410 0.67457 0.24800 -0.3 -0.2 0.1
N -0.23738 0.14389 -0.93750 -0.5 -1.6 3.8
C -0.45457 0.68207 -2.27412 1.6 0.2 -0.4
H 0.82052 1.96754 1.13127 0.1 2.6 -0.9
H -0.14415 -0.50876 1.80939 -0.6 1.1 0.1
H -0.94052 1.03541 2.50098 0.2 -0.9 -1.7
H -1.33628 1.72194 0.16816 -0.2 0.3 -0.9
H -1.96914 0.04763 0.25173 -0.4 0.3 0.1
H -0.42910 -0.93970 -0.80346 0.7 2.0 -0.7
H 0.71700 0.24021 -0.49833 0.0 -0.3 -1.3
H 0.13885 0.03653 -2.95227 -0.1 0.8 0.2
H -0.13746 1.75435 -2.29607 -0.4 -1.0 -0.2
H -1.46434 0.53477 -2.55847 -1.1 0.2 -0.1
H 2.06819 -0.47398 1.20057 0.0 -0.5 -3.8
H 2.93684 -0.33644 -0.02164 4.8 1.6 -1.3
O 2.11681 -0.64135 0.13810 -4.1 -1.4 4.9
H -1.05402 -2.54112 0.91886 -0.1 0.2 -0.9
H 0.37195 -2.75241 0.63132 -0.1 0.4 -1.0
O -0.42167 -2.38014 0.18389 0.1 -0.9 1.8
```
Forces are in eV/Å.

***

(5)
Here is 4 unconnected molecules or ions with the total composition C3H14NO3S in a non-equilibrium geometry from OMol25. Energies are from ωB97M-V with the def2-TZVPD basis set.

The calculation puts the HOMO-LUMO gap at 6.8 eV. The net charge is -1. For the relative energy (zero: lowest compared OMol25 entry of this formula, charge and spin), the calculation gives 1.447 eV.

XYZ file:
```
22
Properties=species:S:1:pos:R:3:forces:R:3
C -0.71003 -1.49731 -1.52402 -0.6 -1.4 -1.0
N -0.29956 -0.38749 -0.71779 0.8 -0.4 -0.6
C -1.25912 0.70325 -0.83570 -0.2 -0.4 0.2
C -1.15833 1.62753 0.35452 0.4 -0.7 1.3
S -1.38081 0.68191 1.94042 0.2 0.0 0.1
H -0.00410 -2.33602 -1.55922 0.3 0.3 0.3
H -0.85979 -1.21968 -2.57296 0.2 0.3 0.1
H -1.66097 -2.02215 -1.29403 -0.1 0.6 0.6
H -0.11583 -0.69764 0.23114 -0.5 0.4 0.3
H -1.02920 1.17710 -1.79708 -0.2 0.3 0.0
H -2.24730 0.23434 -0.89173 -0.4 0.4 0.0
H -1.90843 2.39454 0.51199 0.0 0.2 -1.0
H -0.15034 2.06200 0.36034 -0.2 0.3 0.0
H 0.19374 -2.23534 2.60267 0.1 -0.2 -0.3
H 0.70360 -0.87219 2.49257 0.1 0.2 -0.5
O 0.97160 -1.77952 2.25238 -0.3 0.0 0.6
H 1.62976 -1.74610 -2.82324 -0.1 0.0 0.2
H 1.45115 -0.43494 -2.03812 -0.2 -0.2 0.1
O 1.75294 -0.79925 -2.88551 0.5 0.3 -0.4
H 2.68028 1.97837 0.58258 0.6 -0.3 0.0
H 1.74039 1.29445 -0.25871 0.1 -0.8 -0.4
O 2.69586 1.26593 -0.07772 -0.8 1.0 0.4
```
Forces are in eV/Å.

***

(6)
Here is a molecular structure, C3H14NOPtS in a non-equilibrium geometry from OMol25. Energies are from ωB97M-V with the def2-TZVPD basis set.

The calculation puts the HOMO-LUMO gap (spin up / spin down) at 3.7 / 7.0 eV. The net charge is -1. As for the multiplicity: 3. For the relative energy (zero: lowest compared OMol25 entry of this formula, charge and spin), the calculation gives 0.237 eV.

XYZ file:
```
21
Properties=species:S:1:pos:R:3:forces:R:3
C 1.65210 -1.12719 0.30601 -0.3 -0.6 -0.3
Pt -0.06470 -0.03512 -0.09096 1.1 0.8 -0.1
N -1.87081 1.13322 -0.48493 -0.9 0.7 -1.1
H 0.43760 0.13168 -1.57385 0.0 -0.2 -0.7
H -2.58816 0.57213 -0.95791 0.4 0.1 0.2
H 0.99268 1.26761 0.00738 -0.3 0.3 0.2
H 2.43018 -0.95252 -0.45288 -0.2 0.0 0.2
H 1.33009 -2.17926 0.23238 0.3 0.1 0.2
H 2.09830 -0.96195 1.30081 -0.2 0.0 -0.2
H -2.35078 1.57308 0.30514 0.3 -0.3 0.2
H -1.66214 1.90622 -1.13940 0.1 -0.7 0.5
C -1.88314 -0.26504 3.91009 0.0 1.6 -0.2
S -1.00101 -0.14429 2.31339 0.0 -0.1 -1.7
C 0.50369 0.67153 2.99489 -0.3 -0.3 0.4
O -0.98180 -1.65316 2.04043 0.2 0.3 0.9
H -2.03070 0.78066 4.26661 0.0 -0.8 0.1
H -1.25374 -0.86632 4.51898 0.3 -0.5 1.0
H -2.81357 -0.74940 3.65681 -0.2 -0.1 0.1
H 1.04591 -0.08189 3.56666 0.1 0.0 0.2
H 1.13139 1.09202 2.20671 -0.3 -0.3 -0.1
H 0.16117 1.48367 3.63851 0.0 -0.1 0.2
```
Forces are in eV/Å.